*w*
{
  "formula": "C2H6NO3",
  "method": "ωB97M-V/def2-TZVPD",
  "gap_ev": 8.79,
  "total_charge": -1,
  "homo_ev": -4.696,
  "multiplicity": 1,
  "species": ["O", "C", "N", "C", "O", "H", "H", "H", "H", "H", "H", "O"],
  "coordinates": [[1.72745, 0.07684, 0.19822], [0.54160, 0.42228, 0.01730], [-0.58386, -0.08023, 0.38016], [-2.28400, 0.74659, 0.21053], [-3.26733, 0.23300, 0.92479], [0.47583, 1.42028, -0.39153], [-0.65966, -0.77403, 1.17805], [-1.90143, 1.80870, 0.54850], [-2.15480, 0.47195, -0.91092], [2.27341, -1.07601, -0.03785], [3.00357, -1.32602, -1.42717], [2.82923, -1.92336, -0.69009]]
}

***

*x*
{
  "formula": "C2H6NO3",
  "method": "ωB97M-V/def2-TZVPD",
  "gap_ev": 7.63,
  "total_charge": -1,
  "homo_ev": -3.540,
  "multiplicity": 1,
  "species": ["O", "C", "N", "C", "O", "H", "H", "H", "H", "H", "H", "O"],
  "coordinates": [[1.39740, -1.16767, -0.06087], [0.32688, -0.77604, -0.57342], [-0.52394, 0.09162, -0.09656], [-1.95001, 0.48262, -0.76264], [-2.90128, 0.47001, 0.08784], [0.03529, -1.17836, -1.54916], [-0.34200, 0.43274, 0.83847], [-1.95722, -0.27936, -1.58246], [-1.66811, 1.44637, -1.24388], [2.46994, 0.26878, 2.43283], [2.31830, -0.21913, 0.96490], [2.79476, 0.42842, 1.54495]]
}

***

*y*
{
  "formula": "C2H6NO3",
  "method": "ωB97M-V/def2-TZVPD",
  "gap_ev": 8.38,
  "total_charge": -1,
  "homo_ev": -4.243,
  "multiplicity": 1,
  "species": ["C", "N", "C", "O", "O", "H", "H", "H", "H", "H", "H", "O"],
  "coordinates": [[0.31852, 1.33510, 0.40074], [-0.33158, -0.01434, 0.37903], [0.63853, -1.03446, 0.98008], [0.12861, -2.03180, 1.47020], [1.81285, -0.75130, 0.78695], [-0.46185, 2.04558, 0.29396], [1.02717, 1.39335, -0.44127], [0.93009, 1.58573, 1.34219], [-1.24359, -0.02369, 0.98488], [-1.11841, -0.05961, -2.03502], [-0.47531, -1.49229, -1.89745], [-1.22504, -0.95226, -2.26430]]
}

***

Which structure wins on stability? *y* wins.

***

*w*
{
  "formula": "C2H6NO3",
  "method": "ωB97M-V/def2-TZVPD",
  "gap_ev": 6.21,
  "total_charge": -1,
  "homo_ev": -3.524,
  "multiplicity": 1,
  "species": ["O", "C", "O", "C", "N", "H", "H", "H", "H", "H", "H", "O"],
  "coordinates": [[-1.98034, -0.69483, 1.79836], [-0.66733, -0.99561, 1.67380], [0.30496, -0.70722, 2.37466], [-0.24640, -2.31104, 0.62033], [-1.42105, -2.14165, -0.44383], [-0.22616, -3.38139, 1.07882], [0.75541, -2.01456, 0.28070], [-2.24471, -1.70755, 0.07149], [-0.96778, -1.41935, -1.00329], [2.28106, 4.47276, -2.65017], [2.53830, 5.80369, -1.74829], [1.87403, 5.09675, -2.05257]]
}

***

*x*
{
  "formula": "C2H6NO3",
  "method": "ωB97M-V/def2-TZVPD",
  "gap_ev": 8.64,
  "total_charge": -1,
  "homo_ev": -4.375,
  "multiplicity": 1,
  "species": ["O", "C", "O", "C", "N", "H", "H", "H", "H", "H", "H", "O"],
  "coordinates": [[0.14797, -2.51883, 0.25868], [-0.02395, -1.31612, -0.02913], [-1.04840, -0.84444, -0.58743], [0.99691, -0.36732, 0.67079], [0.53234, 0.92912, 1.33960], [1.53458, 0.06884, -0.17402], [1.52869, -0.92506, 1.42414], [-0.18380, 1.28285, 0.69891], [-0.07624, 0.53630, 2.06245], [-1.15554, 1.18569, -2.67045], [-1.17226, 0.53839, -1.24760], [-1.08030, 1.43058, -1.74593]]
}

***

Which structure wins on stability? *x* wins.

***

*w*
{
  "formula": "C4H6O2S2",
  "method": "ωB97M-V/def2-TZVPD",
  "gap_ev": 9.21,
  "smiles": "OC(=S)[C@@]1(O)C[C@H]1S",
  "homo_ev": -9.106,
  "multiplicity": 1,
  "species": ["C", "C", "C", "C", "H", "H", "H", "H", "H", "H", "O", "O", "S", "S"],
  "coordinates": [[0.55001, -0.54328, 0.94537], [1.37200, -0.06676, -0.22318], [-0.06343, -0.40131, -0.42205], [-1.07366, 0.68564, -0.66881], [1.28191, 0.80283, 2.69803], [0.68329, -1.59291, 1.21538], [1.65624, 0.96104, -0.19671], [2.10043, -0.80621, -0.62822], [-0.21208, -1.50801, -1.95378], [-2.86413, 1.11392, -0.29355], [-0.40462, -1.60548, -1.04158], [-2.23595, 0.38478, -0.09793], [0.04741, 0.55761, 2.26103], [-0.83742, 2.01813, -1.59398]]
}

***

*x*
{
  "formula": "C4H6O2S2",
  "method": "ωB97M-V/def2-TZVPD",
  "gap_ev": 9.22,
  "smiles": "O=C(O)C1[C@@H](S)[C@@H]1S",
  "homo_ev": -8.953,
  "multiplicity": 1,
  "species": ["C", "C", "C", "C", "H", "H", "H", "H", "H", "H", "O", "O", "S", "S"],
  "coordinates": [[0.37531, -0.97198, -0.06529], [1.07266, 0.36636, 0.04352], [-0.20697, 0.00967, 0.83071], [-1.57157, 0.32315, 0.39719], [-1.39180, -2.21118, -1.18415], [0.95304, -1.85718, -0.08798], [0.96141, 0.93084, -0.93571], [3.03541, 0.52391, -0.68950], [0.12529, 0.01990, 1.84283], [-1.28053, 2.26231, 0.40682], [-1.97576, 1.62055, 0.39264], [-2.34151, -0.64191, 0.14201], [-0.43056, -1.01005, -1.72975], [2.67558, 0.63562, 0.63666]]
}

***

Which structure wins on stability? *w* wins.

***

*w*
{
  "formula": "C9H11NOS",
  "method": "ωB97M-V/def2-TZVPD",
  "gap_ev": 7.20,
  "smiles": "O=Cc1ccccc1.CCN=S",
  "homo_ev": -8.279,
  "multiplicity": 1,
  "species": ["C", "C", "C", "C", "C", "C", "C", "C", "C", "N", "O", "S", "H", "H", "H", "H", "H", "H", "H", "H", "H", "H", "H"],
  "coordinates": [[0.42396, -1.27431, 3.01774], [0.46058, -2.00763, 1.78516], [-0.48038, -0.25087, 3.08684], [-0.37578, -1.59988, 0.72160], [-1.29557, 0.19658, 2.01198], [-1.23032, -0.54988, 0.85574], [-1.88286, -0.18811, -0.45482], [1.81934, 0.72695, -2.50908], [0.42029, 1.35601, -2.63288], [-0.06513, 1.95650, -1.41635], [-1.71941, -0.73746, -1.52929], [0.80565, 2.06938, -0.05738], [0.91815, -1.41869, 4.01330], [0.98687, -2.87756, 1.66354], [-0.47506, 0.33364, 4.00684], [-0.44870, -2.18952, -0.19423], [-2.01197, 1.00657, 2.03551], [-2.52128, 0.78714, -0.37196], [1.88446, -0.27180, -2.18488], [2.20096, 0.71594, -3.57583], [2.47592, 1.39950, -1.98090], [0.48795, 2.18367, -3.49910], [-0.37767, 0.63383, -2.79156]]
}

***

*x*
{
  "formula": "C9H11NOS",
  "method": "ωB97M-V/def2-TZVPD",
  "gap_ev": 7.88,
  "smiles": "C/C(S)=C1\\C=CC=CC1.N=C=O",
  "homo_ev": -7.573,
  "multiplicity": 1,
  "species": ["C", "C", "C", "C", "C", "C", "C", "C", "C", "N", "O", "S", "H", "H", "H", "H", "H", "H", "H", "H", "H", "H", "H"],
  "coordinates": [[0.68299, -1.30303, 2.55204], [-0.18867, -1.94730, 1.82341], [1.45670, -0.18056, 2.06677], [-0.47565, -1.59363, 0.38585], [1.28074, 0.16562, 0.74942], [0.41506, -0.48555, -0.17506], [-2.18521, 2.52386, 0.50446], [1.17705, 0.85954, -2.18396], [0.39902, -0.23735, -1.48626], [-2.60627, 2.74157, -0.58269], [-1.86519, 2.53675, 1.59454], [-0.84101, -1.18955, -2.37064], [0.73419, -1.64369, 3.56380], [-0.86528, -2.73258, 2.10364], [2.20246, 0.24227, 2.73714], [-0.48084, -2.33653, -0.37537], [1.90858, 0.90620, 0.29012], [2.15956, 0.56319, -2.58742], [1.44596, 1.62720, -1.49916], [0.50458, 1.33659, -2.92838], [-1.51331, -1.29577, 0.52151], [-2.42305, 1.95178, -1.19136], [-0.92239, -0.50903, -3.51242]]
}

***

Which structure wins on stability? *x* wins.